[1]
{"formula": "C11H21FO2S", "method": "ωB97M-V/def2-TZVPD", "homo_ev": -9.082, "gap_ev": 9.76, "multiplicity": 1, "smiles": "CCOCC[C@H]1C[C@@H]([C@@H](F)CC)O[C@H]1S", "elements": ["C", "C", "O", "C", "C", "C", "C", "C", "C", "F", "C", "C", "O", "C", "S", "H", "H", "H", "H", "H", "H", "H", "H", "H", "H", "H", "H", "H", "H", "H", "H", "H", "H", "H", "H", "H"], "xyz": [[3.8260, -2.0492, 1.5051], [3.9008, -1.0889, 0.3334], [2.9819, -0.0265, 0.5424], [2.5353, 0.6008, -0.6357], [1.4939, 1.6330, -0.2458], [0.2069, 1.2012, 0.4804], [-1.1279, 1.3601, -0.2535], [-2.0791, 0.8752, 0.8360], [-3.4364, 0.2831, 0.4721], [-4.2788, 1.3710, 0.1671], [-3.5067, -0.7353, -0.6553], [-3.3687, -0.1699, -2.0760], [-1.3413, -0.1074, 1.5957], [-0.0121, -0.1800, 1.1068], [0.0886, -1.6556, -0.0067], [3.0082, -2.7600, 1.4002], [4.7632, -2.5996, 1.6052], [3.6654, -1.4826, 2.4240], [3.6589, -1.5962, -0.6093], [4.9124, -0.6763, 0.2292], [2.1485, -0.1440, -1.3433], [3.3625, 1.1141, -1.1463], [2.0143, 2.3423, 0.4010], [1.2153, 2.1897, -1.1462], [0.1254, 1.8616, 1.3524], [-1.1586, 0.7374, -1.1467], [-1.3460, 2.3908, -0.5329], [-2.2936, 1.7176, 1.5050], [-3.8303, -0.1690, 1.3866], [-4.4612, -1.2553, -0.5569], [-2.7292, -1.4757, -0.4535], [-2.3902, -0.3822, -2.5091], [-4.1150, -0.6121, -2.7360], [-3.5193, 0.9098, -2.0991], [0.6501, -0.3903, 1.9427], [0.4371, -1.0315, -1.1329]]}

***

[2]
{"formula": "C51H49ClFeN6PSSe2", "method": "ωB97M-V/def2-TZVPD", "homo_ev": [-5.548, -5.631], "gap_ev": [4.36, 4.44], "multiplicity": 2, "s_squared": 1.1821, "elements": ["Fe", "Se", "N", "C", "C", "C", "C", "C", "N", "C", "C", "N", "C", "C", "C", "C", "C", "N", "H", "H", "H", "H", "H", "H", "C", "C", "C", "C", "C", "C", "P", "C", "C", "C", "C", "C", "C", "C", "C", "C", "C", "C", "C", "H", "H", "H", "H", "H", "H", "H", "H", "H", "H", "H", "H", "H", "H", "C", "N", "C", "C", "S", "N", "C", "C", "H", "H", "H", "H", "H", "H", "H", "H", "H", "H", "H", "H", "Cl", "C", "C", "C", "C", "C", "C", "C", "H", "H", "H", "H", "H", "H", "C", "C", "C", "C", "C", "C", "Se", "C", "C", "C", "H", "H", "H", "H", "H", "H", "H", "H", "H", "H", "H"], "xyz": [[-0.8838, -0.2040, -0.7290], [-7.1287, -3.6180, 2.1418], [-6.5367, -3.3847, 0.4795], [-5.4530, -2.6530, 0.5539], [-4.6522, -2.3043, -0.5985], [-4.9419, -2.7479, -1.8832], [-4.1020, -2.3943, -2.9176], [-2.9852, -1.6215, -2.6287], [-2.6703, -1.2059, -1.4137], [-3.4972, -1.5200, -0.3919], [-3.1414, -1.0502, 0.9178], [-2.0446, -0.2744, 1.0178], [-1.6510, 0.1290, 2.2095], [-2.3037, -0.2137, 3.3893], [-3.4350, -0.9958, 3.3088], [-3.8858, -1.4125, 2.0598], [-5.0559, -2.2381, 1.8763], [-5.8135, -2.6548, 2.8609], [-5.8218, -3.3541, -2.0510], [-4.2934, -2.7064, -3.9336], [-2.3330, -1.2934, -3.4276], [-0.7754, 0.7709, 2.2233], [-1.9201, 0.1265, 4.3403], [-3.9791, -1.2938, 4.1954], [3.0416, 2.9235, -5.5321], [2.5460, 3.4485, -4.3475], [1.9728, 2.6114, -3.4041], [1.8916, 1.2395, -3.6371], [2.4300, 0.7117, -4.8077], [3.0017, 1.5544, -5.7504], [0.9048, 0.2450, -2.4475], [1.3677, -1.4250, -3.0205], [0.4913, -2.3532, -3.5652], [0.9209, -3.6423, -3.8454], [2.2348, -4.0068, -3.5973], [3.1157, -3.0889, -3.0415], [2.6816, -1.8079, -2.7460], [-0.7330, 0.7405, -3.1120], [-0.9797, 1.1525, -4.4309], [-2.1893, 1.7458, -4.7400], [-3.1460, 1.9430, -3.7462], [-2.9084, 1.5255, -2.4471], [-1.7025, 0.9123, -2.1295], [3.4540, 3.5800, -6.2876], [2.5984, 4.5149, -4.1682], [1.5658, 3.0112, -2.4813], [2.3947, -0.3508, -5.0009], [3.3998, 1.1396, -6.6677], [-0.5330, -2.0716, -3.7616], [0.2239, -4.3629, -4.2550], [2.5743, -5.0060, -3.8378], [4.1396, -3.3690, -2.8303], [3.3535, -1.0876, -2.2938], [-0.2213, 1.0266, -5.1941], [-2.3852, 2.0685, -5.7553], [-4.0871, 2.4204, -3.9929], [-3.6735, 1.6605, -1.6887], [-2.0368, 3.8439, 3.1891], [-2.0363, 3.4540, 1.7898], [-3.2714, 2.8515, 1.3280], [-0.9021, 3.4668, 1.0362], [-0.6194, 2.4191, -0.2515], [0.0343, 4.3945, 1.3634], [1.3799, 4.2853, 0.8194], [-0.3676, 5.7606, 1.6739], [-2.4003, 3.0047, 3.7896], [-2.6941, 4.6982, 3.3761], [-1.0304, 4.0899, 3.5143], [-4.0313, 3.6252, 1.1773], [-3.6473, 2.1369, 2.0628], [-3.0971, 2.3329, 0.3909], [1.6920, 3.2411, 0.8105], [2.0544, 4.8550, 1.4598], [1.4307, 4.6775, -0.2023], [-1.4502, 5.8373, 1.7230], [-0.0118, 6.4263, 0.8828], [0.0611, 6.0950, 2.6210], [2.5240, -3.0996, 0.7756], [1.0007, -3.2868, 1.5807], [1.0311, -3.9118, 2.8168], [-0.1474, -4.2580, 3.4563], [-1.3516, -4.0363, 2.8067], [-1.3703, -3.4269, 1.5670], [-0.2091, -2.9591, 0.9267], [-0.2909, -2.2620, -0.3609], [1.9865, -4.1480, 3.2663], [-0.1207, -4.7507, 4.4192], [-2.2821, -4.3510, 3.2656], [-2.3170, -3.3074, 1.0537], [-1.0566, -2.7134, -0.9925], [0.6671, -2.2793, -0.8621], [6.1882, -0.8083, 4.7423], [5.0812, -0.4510, 3.7848], [5.3418, -0.0895, 2.4725], [4.3244, 0.2370, 1.5795], [4.6893, 0.6127, 0.1711], [2.9912, 0.1791, 2.0116], [1.5705, 0.4643, 0.7281], [2.7136, -0.1400, 3.3514], [1.3046, -0.1063, 3.8694], [3.7576, -0.4533, 4.2101], [7.1530, -0.8275, 4.2366], [6.0088, -1.7873, 5.1906], [6.2412, -0.0802, 5.5551], [6.3716, -0.0662, 2.1279], [5.7180, 0.9734, 0.1213], [4.0188, 1.3833, -0.2073], [4.6015, -0.2557, -0.4875], [0.6774, -0.8355, 3.3522], [0.8766, 0.8858, 3.6974], [1.2721, -0.3201, 4.9398], [3.5380, -0.7090, 5.2432]]}

***

[3]
{"formula": "C24H37N7OPdSSi", "method": "ωB97M-V/def2-TZVPD", "charge": 2, "homo_ev": -14.533, "gap_ev": 7.88, "multiplicity": 1, "elements": ["Pd", "C", "C", "C", "C", "N", "C", "S", "N", "C", "C", "C", "C", "H", "H", "H", "H", "H", "H", "H", "H", "H", "H", "H", "H", "H", "H", "H", "H", "H", "H", "H", "H", "N", "C", "N", "N", "C", "N", "H", "H", "H", "H", "O", "H", "H", "N", "C", "C", "C", "C", "C", "C", "C", "Si", "C", "C", "C", "C", "C", "C", "H", "H", "H", "H", "H", "H", "H", "H", "H", "H", "H"], "xyz": [[1.4611, 0.0930, 1.5669], [-3.6271, -0.2069, -1.9774], [-3.2742, -0.7843, -3.3451], [-2.2718, -1.9357, -3.3222], [-0.8668, -1.5826, -2.8422], [-0.7840, -1.5198, -1.3712], [0.0720, -2.0351, -0.5179], [-0.0939, -1.5092, 1.1845], [0.9993, -2.9423, -0.7345], [1.3931, -3.6523, -1.9654], [0.3780, -4.6953, -2.4265], [0.3738, -5.9914, -1.6174], [-0.1594, -5.8609, -0.1944], [-4.4774, 0.4705, -2.0458], [-2.8092, 0.3861, -1.5530], [-3.8953, -0.9931, -1.2667], [-2.8929, 0.0090, -3.9947], [-4.1864, -1.1456, -3.8216], [-2.1704, -2.3318, -4.3344], [-2.6563, -2.7569, -2.7087], [-0.5442, -0.6076, -3.2166], [-0.1572, -2.3130, -3.2045], [-1.4680, -0.9167, -0.9388], [1.5285, -3.1715, 0.0913], [2.3396, -4.1352, -1.7236], [1.6188, -2.9119, -2.7313], [0.6090, -4.9237, -3.4695], [-0.6270, -4.2610, -2.4228], [1.3856, -6.4063, -1.6003], [-0.2356, -6.7172, -2.1580], [0.5044, -5.2835, 0.4526], [-0.2695, -6.8418, 0.2658], [-1.1414, -5.3808, -0.1832], [4.4818, 3.9079, -0.1339], [5.3153, 3.6082, 0.8687], [6.4259, 4.3154, 1.0326], [5.1108, 2.6085, 1.7258], [4.0333, 1.9275, 1.7750], [3.1244, 1.2176, 1.9522], [4.6900, 4.6394, -0.7919], [3.6866, 3.3211, -0.3221], [6.6807, 5.0783, 0.4299], [7.0386, 4.0717, 1.7933], [1.2880, 0.0305, 3.7170], [0.8134, -0.6696, 4.1852], [2.1663, 0.1302, 4.1110], [1.8191, 0.3536, -1.4785], [1.6784, 0.2517, -0.3395], [-0.7056, 3.8145, -2.1825], [-1.3799, 2.6604, -1.7947], [-1.1650, 2.1342, -0.5368], [-0.2738, 2.7468, 0.3484], [0.3909, 3.9113, -0.0497], [0.1699, 4.4458, -1.3102], [0.0032, 2.1326, 2.0395], [-1.3382, 1.6362, 3.1736], [-2.2647, 0.5960, 3.0533], [-3.2560, 0.4334, 4.0056], [-3.3420, 1.3077, 5.0832], [-2.4335, 2.3467, 5.2144], [-1.4255, 2.5026, 4.2747], [-0.8757, 4.2305, -3.1665], [-2.0741, 2.1873, -2.4773], [-1.6966, 1.2441, -0.2185], [1.0615, 4.4197, 0.6367], [0.6692, 5.3568, -1.6119], [1.0564, 2.8974, 2.7218], [-2.2259, -0.0801, 2.2104], [-3.9698, -0.3734, 3.9067], [-4.1210, 1.1762, 5.8223], [-2.4997, 3.0268, 6.0525], [-0.7117, 3.3090, 4.4065]]}

***

[4]
{"formula": "C2H2Br2FNO", "method": "ωB97M-V/def2-TZVPD", "homo_ev": -9.916, "gap_ev": 10.13, "multiplicity": 1, "elements": ["C", "C", "N", "O", "F", "Br", "Br", "H", "H"], "xyz": [[0.8631, 0.4293, 0.5449], [-2.8622, 0.4152, -0.8060], [1.6826, 0.2158, 1.4068], [-0.1413, 0.5759, -0.0264], [-3.4437, 0.2688, -1.9688], [-4.2568, 0.7237, 0.6991], [-2.1631, -1.3962, -0.3172], [-1.9934, 1.1235, -0.8173], [2.6141, 0.4741, 1.2373]]}

***

[5]
{"formula": "C5H9N2O2S", "method": "ωB97M-V/def2-TZVPD", "charge": 1, "homo_ev": [-12.303, -12.302], "gap_ev": [7.60, 7.60], "multiplicity": 1, "elements": ["C", "C", "C", "C", "C", "N", "N", "O", "O", "S", "H", "H", "H", "H", "H", "H", "H", "H", "H"], "xyz": [[-0.5400, 1.6699, -0.7206], [-2.4093, 0.1065, -0.2220], [0.4328, 0.8525, -0.4556], [-0.4731, -1.2915, -0.3454], [2.4426, 0.3211, 1.3504], [-1.8303, 1.1681, -0.8105], [-1.7710, -1.0444, 0.0052], [2.1953, -0.6959, -1.0634], [0.1090, -2.0984, 0.5240], [2.1625, 0.6532, -0.4589], [-0.4167, 2.7659, -1.0348], [-3.4399, 0.1143, -0.0437], [-0.3329, -1.2767, -1.4427], [2.8920, 1.2036, 1.6992], [3.2382, -0.4575, 1.3478], [1.5461, 0.2674, 1.9293], [-2.4953, 2.0299, -1.0000], [-2.1689, -1.7679, 0.5591], [0.8587, -2.5199, 0.1827]]}

***

[6]
{"formula": "C36H49BrN9O2S4Si2Tc", "method": "ωB97M-V/def2-TZVPD", "charge": -1, "homo_ev": [-5.033, -5.065], "gap_ev": [6.66, 6.27], "multiplicity": 4, "s_squared": 3.7745, "elements": ["Tc", "C", "Si", "C", "C", "N", "C", "C", "C", "C", "C", "C", "N", "Si", "C", "C", "C", "H", "H", "H", "H", "H", "H", "H", "H", "H", "H", "H", "H", "H", "H", "H", "H", "H", "H", "H", "H", "H", "H", "N", "C", "N", "S", "H", "H", "H", "H", "S", "C", "S", "C", "N", "N", "C", "C", "C", "C", "C", "C", "S", "H", "H", "H", "H", "H", "Br", "N", "N", "H", "H", "H", "H", "C", "C", "C", "C", "C", "C", "N", "C", "C", "C", "C", "C", "C", "C", "O", "O", "C", "C", "H", "H", "H", "H", "H", "H", "H", "H", "H", "H", "H", "H", "H", "H"], "xyz": [[-0.0793, -0.2968, 0.2516], [-4.3192, -0.8406, -1.7243], [-3.3188, -1.3480, -0.2117], [-3.8881, -0.2182, 1.1549], [-3.7815, -3.0622, 0.4256], [-1.5954, -1.3388, -0.6302], [-1.1381, -2.4011, -1.4154], [-1.9416, -3.2713, -2.1632], [-1.4099, -4.4015, -2.7688], [-0.0612, -4.6931, -2.6393], [0.7645, -3.8016, -1.9676], [0.2575, -2.6206, -1.4235], [1.0318, -1.6452, -0.7812], [2.7115, -1.3769, -1.3515], [2.9198, -2.0761, -3.0995], [3.2424, 0.4009, -1.5576], [3.8768, -2.2525, -0.1658], [-5.3484, -1.2048, -1.6553], [-3.9029, -1.1788, -2.6742], [-4.3573, 0.2532, -1.7526], [-4.9834, -0.2289, 1.1009], [-3.5626, 0.8103, 1.0505], [-3.5899, -0.5814, 2.1394], [-4.8709, -3.1262, 0.5148], [-3.3666, -3.1746, 1.4322], [-3.4393, -3.9013, -0.1782], [-3.0019, -3.0833, -2.2510], [-2.0614, -5.0625, -3.3272], [0.3540, -5.5944, -3.0724], [1.8232, -4.0141, -1.8763], [1.9768, -2.3063, -3.5953], [3.5274, -2.9849, -3.1167], [3.4369, -1.3227, -3.6983], [2.9086, 0.8148, -2.5140], [4.3377, 0.3686, -1.5982], [2.9717, 1.0976, -0.7726], [3.4433, -3.1708, 0.2406], [4.1301, -1.5909, 0.6664], [4.8106, -2.5124, -0.6715], [0.5801, -3.5412, 1.4555], [-0.2168, -3.0371, 2.3879], [-0.6785, -3.8720, 3.3489], [-0.6925, -1.4216, 2.4205], [0.7181, -4.5334, 1.3636], [0.8974, -2.9391, 0.7000], [-0.1726, -4.7230, 3.5329], [-1.0971, -3.4264, 4.1486], [-3.7976, 6.4351, 0.1415], [-3.0816, 4.9407, 0.2102], [-2.1425, 4.3482, 1.5432], [-1.8912, 2.8368, 0.7214], [-2.4498, 2.7790, -0.4400], [-3.0856, 3.9689, -0.7300], [-3.7078, 4.0404, -2.0123], [-5.0696, 4.2719, -2.1189], [-5.6547, 4.2859, -3.3756], [-4.8846, 4.0652, -4.5096], [-3.5210, 3.8366, -4.3884], [-2.9245, 3.8293, -3.1366], [-1.0424, 1.5773, 1.5438], [-5.6530, 4.4465, -1.2262], [-6.7182, 4.4674, -3.4675], [-5.3476, 4.0751, -5.4885], [-2.9141, 3.6710, -5.2693], [-1.8584, 3.6718, -3.0261], [0.7149, 4.0356, -0.9540], [-1.0461, 1.1019, -2.3218], [0.0993, 0.9641, -1.4530], [-1.6999, 1.6935, -1.8124], [-1.4819, 0.1853, -2.3530], [0.3561, 1.9480, -1.1555], [0.8517, 0.6450, -2.0517], [-0.6615, 6.2259, 4.5543], [-0.6812, 4.7423, 4.8145], [-1.7379, 4.1874, 5.5275], [-1.8125, 2.8174, 5.7256], [-0.8311, 1.9884, 5.2167], [0.2574, 2.5354, 4.5380], [1.2306, 1.7218, 3.9427], [1.6031, 0.4335, 4.2847], [1.3705, -0.1259, 5.5434], [1.7310, -1.4395, 5.8040], [2.3506, -2.2164, 4.8363], [2.6275, -1.6504, 3.5970], [2.2529, -0.3514, 3.3135], [2.5758, 0.2941, 1.9861], [3.6873, 0.7598, 1.8174], [1.6375, 0.3462, 1.0867], [0.3400, 3.9190, 4.3280], [1.4806, 4.4792, 3.5208], [-1.5847, 6.6861, 4.9050], [-0.5613, 6.4419, 3.4889], [0.1731, 6.7134, 5.0648], [-2.5261, 4.8334, 5.8968], [-2.6617, 2.3884, 6.2438], [-0.9267, 0.9143, 5.2947], [1.6392, 2.0864, 3.0966], [0.9043, 0.4682, 6.3163], [1.5395, -1.8500, 6.7889], [2.6480, -3.2353, 5.0523], [3.1291, -2.2325, 2.8331], [2.4115, 3.9532, 3.7390], [1.6381, 5.5351, 3.7296], [1.2961, 4.3813, 2.4436]]}

***

[7]
{"formula": "C3H2N2O2", "method": "ωB97M-V/def2-TZVPD", "homo_ev": -11.125, "gap_ev": 10.51, "multiplicity": 1, "smiles": "O=Cc1ncno1", "elements": ["O", "C", "C", "N", "C", "N", "O", "H", "H"], "xyz": [[-2.5540, -0.5293, -0.6217], [-1.7865, 0.1436, 0.0103], [-0.3259, -0.0863, 0.0903], [0.5284, 0.8881, 0.0837], [1.7082, 0.2081, -0.0219], [1.5892, -1.0840, -0.0463], [0.2206, -1.2925, 0.0332], [-2.0590, 1.0738, 0.5327], [2.6791, 0.6786, -0.0602]]}

***

[8]
{"formula": "C5H6N", "method": "ωB97M-V/def2-TZVPD", "charge": 1, "homo_ev": [-15.087, -15.085], "gap_ev": [8.76, 9.20], "multiplicity": 1, "elements": ["C", "C", "C", "C", "C", "N", "H", "H", "H", "H", "H", "H"], "xyz": [[-0.9691, 1.1731, -0.3178], [-0.9901, 0.5389, 0.8057], [0.3649, 0.9028, -0.9176], [0.2578, -1.4679, 0.3270], [0.9610, -0.1702, 0.1229], [0.0963, -0.3029, 1.2094], [-1.6944, 1.7295, -0.8910], [0.1877, 0.3255, -1.8670], [1.0351, 1.7295, -1.0150], [-0.6639, -1.6353, -0.2790], [0.8342, -2.4189, 0.7181], [0.5807, -0.4044, 2.1044]]}

***

[9]
{"formula": "C11H7Br2N2O3Re", "method": "ωB97M-V/def2-TZVPD", "charge": 3, "homo_ev": [-20.172, -20.322], "gap_ev": [6.51, 6.75], "multiplicity": 4, "s_squared": 3.7789, "elements": ["Re", "Br", "C", "C", "C", "C", "C", "N", "C", "O", "O", "H", "H", "H", "O", "C", "C", "C", "N", "C", "Br", "C", "H", "H", "H", "H"], "xyz": [[0.4174, -0.7452, 0.0000], [2.5738, -2.4088, 0.0001], [3.3477, -0.6525, 0.0000], [4.6456, -0.2185, 0.0001], [4.8087, 1.1747, 0.0000], [3.7090, 2.0450, 0.0000], [2.4535, 1.4798, 0.0000], [2.3060, 0.1558, 0.0000], [1.1227, 2.1574, -0.0001], [0.8132, 3.2749, -0.0002], [0.1268, 1.0906, -0.0001], [5.4903, -0.8962, 0.0001], [5.8130, 1.5834, 0.0001], [3.8320, 3.1211, -0.0001], [-5.6751, -1.3871, 0.0000], [-4.4163, -1.0968, 0.0000], [-3.8802, 0.2121, 0.0001], [-2.5299, 0.3976, 0.0001], [-1.6651, -0.6617, 0.0000], [-2.2157, -1.8937, -0.0001], [-0.7532, -3.1302, -0.0002], [-3.5205, -2.2088, -0.0001], [-6.2850, -0.6278, 0.0001], [-4.5327, 1.0762, 0.0001], [-2.0885, 1.3828, 0.0001], [-3.8974, -3.2241, -0.0001]]}

***

[10]
{"formula": "F2H2N2O2S", "method": "ωB97M-V/def2-TZVPD", "homo_ev": [-9.864, -11.396], "gap_ev": [8.27, 9.17], "multiplicity": 1, "elements": ["N", "N", "O", "O", "F", "F", "S", "H", "H"], "xyz": [[-0.5407, 0.0737, -0.0046], [2.5382, 1.6509, -0.4100], [-1.4997, 1.9828, -1.3421], [-1.2939, 2.1322, 1.2265], [2.9456, 1.3492, 0.8388], [2.1623, 0.4487, -0.9561], [-0.7859, 1.7714, -0.0442], [-0.6151, -0.3329, -0.9378], [0.3105, -0.2423, 0.4214]]}